The following is a DFT calculation (ωB97M-V/def2-TZVPD) of 2 unconnected molecules or ions with the total composition C7H17BrN2O3P.

charge = +1
maximum force = 4.06 eV/A
spin multiplicity = 1
frontier orbital gap = 8.68 eV
E_tot = -3527.2215 Ha

XYZ file:
```
31
Properties=species:S:1:pos:R:3:forces:R:3:mulliken_charge:R:1
C 1.1616 0.0034 1.7025 0.22 -1.31 -0.74 -1.14
C -0.1827 -0.8123 1.1328 0.25 2.05 -0.15 0.13
P 0.5316 -2.3254 0.1519 1.19 -0.50 -2.34 0.43
O -0.1653 -2.4134 -1.4579 -1.68 0.87 3.59 -0.47
Br -0.0639 -4.3029 1.1518 -0.40 1.14 -0.11 -0.22
C -0.9846 0.2619 0.1870 -0.33 1.32 -0.77 -0.41
O -2.2329 0.7997 0.8151 0.39 -3.01 -0.47 -0.44
C -3.1938 -0.3529 0.8300 0.24 0.06 0.33 -0.35
C -2.4865 -1.5860 1.6637 -2.26 -1.50 -1.09 -0.32
N -1.1212 -1.2169 2.2541 -1.50 0.78 0.41 -0.21
H 1.7832 -0.7332 2.3786 -1.19 1.62 -1.14 0.41
H 0.8898 1.0072 2.2434 0.38 -2.04 -1.07 0.37
H 1.8320 0.2051 0.7362 -1.39 -0.20 2.13 0.35
H -1.1635 -2.2779 -1.3522 1.72 -0.45 -0.69 0.35
H -1.3086 -0.1423 -0.8624 0.81 0.45 1.91 0.22
H -0.2744 1.1891 -0.0027 -1.56 -1.99 0.48 0.22
H -4.2254 -0.0646 1.3355 2.47 -0.26 -1.06 0.32
H -3.4010 -0.7149 -0.2686 0.40 0.76 2.08 0.28
H -2.3632 -2.4836 0.8880 0.14 1.86 2.04 0.14
H -3.2252 -1.9739 2.5018 1.84 0.87 -1.55 0.41
H -1.2917 -0.4105 2.9279 0.40 -0.89 -1.08 0.43
H -0.7853 -2.0106 2.8435 0.01 0.47 -0.76 0.44
O 3.3943 1.4723 -1.0721 -0.54 0.19 -0.32 -0.63
C 2.7059 1.9089 -1.9873 0.42 -0.29 0.46 0.74
N 1.6781 1.1784 -2.5000 -0.49 -0.26 0.09 -0.34
C 2.9292 3.2564 -2.6104 -0.12 0.17 -0.25 -0.90
H 1.0840 1.4949 -3.2526 0.28 -0.03 0.18 0.19
H 1.5079 0.2662 -2.0962 0.13 0.15 -0.28 0.15
H 3.9381 3.2925 -3.0304 -0.12 0.05 0.18 0.27
H 2.8232 4.0269 -1.8417 0.16 -0.12 -0.11 0.25
H 2.2104 3.4584 -3.4092 0.13 0.03 0.09 0.32
```
Forces are in eV/Å.